[1]
# C36H108N18O6P6

6 unconnected molecules or ions with the total composition C36H108N18O6P6 in a non-equilibrium geometry (ωB97M-V/def2-TZVPD, the Open Molecules 2025 dataset).

Geometry (Å):
1 O -2.249 -10.915 11.178
2 P -2.652 -9.456 11.289
3 N -3.792 -8.864 10.224
4 C -3.435 -8.469 8.873
5 C -5.188 -9.115 10.443
6 N -1.158 -8.523 11.120
7 C 0.171 -9.082 11.438
8 C -1.299 -7.060 11.438
9 N -3.253 -9.179 12.860
10 C -3.792 -7.980 13.358
11 C -2.908 -10.032 13.923
12 H -2.723 -7.643 8.872
13 H -4.311 -8.278 8.253
14 H -3.111 -9.378 8.366
15 H -5.640 -9.792 9.719
16 H -5.656 -8.132 10.390
17 H -5.302 -9.263 11.517
18 H 0.196 -9.509 12.441
19 H 0.350 -9.904 10.745
20 H 1.000 -8.402 11.241
21 H -0.396 -6.547 11.106
22 H -2.151 -6.479 11.088
23 H -1.449 -6.904 12.506
24 H -4.736 -8.143 13.877
25 H -3.089 -7.487 14.030
26 H -4.021 -7.291 12.544
27 H -3.569 -9.839 14.767
28 H -1.827 -10.063 14.063
29 H -3.119 -11.075 13.688
30 O 0.682 -0.621 10.287
31 P 1.915 -1.477 10.310
32 N 1.699 -3.227 10.382
33 C 0.901 -3.827 9.385
34 C 2.829 -4.074 10.877
35 N 2.876 -1.020 11.574
36 C 2.361 -0.484 12.833
37 C 4.311 -1.275 11.713
38 N 2.681 -1.179 8.895
39 C 2.390 0.032 8.141
40 C 3.889 -1.809 8.426
41 H 0.364 -4.702 9.752
42 H 1.423 -4.126 8.476
43 H 0.047 -3.266 9.004
44 H 3.433 -3.558 11.623
45 H 3.507 -4.360 10.073
46 H 2.503 -5.021 11.307
47 H 2.722 -1.095 13.660
48 H 2.785 0.458 13.182
49 H 1.275 -0.400 12.865
50 H 4.832 -0.371 12.029
51 H 4.531 -1.993 12.504
52 H 4.876 -1.430 10.794
53 H 3.020 0.301 7.293
54 H 1.347 -0.127 7.864
55 H 2.420 0.938 8.746
56 H 4.749 -1.152 8.296
57 H 3.551 -2.295 7.511
58 H 4.227 -2.508 9.191
59 O -8.582 -11.232 7.638
60 P -7.795 -11.249 6.324
61 N -7.461 -9.741 5.673
62 C -6.557 -9.607 4.471
63 C -7.785 -8.534 6.383
64 N -8.672 -12.156 5.126
65 C -8.231 -12.628 3.839
66 C -10.104 -12.000 5.169
67 N -6.310 -12.064 6.405
68 C -6.182 -13.505 6.613
69 C -5.196 -11.315 6.998
70 H -6.338 -8.619 4.065
71 H -6.913 -10.228 3.649
72 H -5.503 -9.847 4.610
73 H -8.867 -8.552 6.250
74 H -7.172 -7.676 6.107
75 H -7.712 -8.604 7.469
76 H -7.210 -12.268 3.711
77 H -8.261 -13.715 3.764
78 H -8.669 -12.234 2.923
79 H -10.479 -12.091 6.189
80 H -10.342 -11.017 4.762
81 H -10.465 -12.791 4.513
82 H -5.171 -13.914 6.619
83 H -6.773 -13.690 7.509
84 H -6.815 -13.966 5.855
85 H -5.305 -10.264 6.733
86 H -4.265 -11.558 6.487
87 H -5.179 -11.589 8.053
88 O 7.232 -10.620 10.340
89 P 6.121 -11.539 10.695
90 N 6.386 -12.691 11.975
91 C 5.378 -13.673 12.464
92 C 7.701 -12.709 12.536
93 N 5.687 -12.489 9.264
94 C 5.321 -11.858 8.033
95 C 5.931 -13.912 9.108
96 N 4.629 -10.771 11.077
97 C 3.360 -11.330 10.907
98 C 4.826 -9.645 12.104
99 H 4.877 -14.279 11.708
100 H 4.552 -13.249 13.034
101 H 5.785 -14.386 13.181
102 H 7.676 -13.243 13.486
103 H 8.007 -11.669 12.650
104 H 8.296 -13.290 11.831
105 H 6.035 -12.203 7.285
106 H 4.270 -11.991 7.776
107 H 5.398 -10.783 8.194
108 H 5.091 -14.510 9.461
109 H 6.150 -14.070 8.052
110 H 6.844 -14.255 9.593
111 H 3.371 -12.122 10.158
112 H 3.162 -11.800 11.870
113 H 2.577 -10.664 10.545
114 H 5.741 -9.068 11.972
115 H 4.734 -10.113 13.084
116 H 4.015 -8.970 11.830
117 O 3.089 -7.193 13.855
118 P 2.902 -6.717 15.253
119 N 1.248 -6.667 15.572
120 C 0.460 -7.866 15.680
121 C 0.511 -5.654 14.882
122 N 3.475 -5.133 15.722
123 C 4.220 -4.256 14.733
124 C 2.885 -4.555 16.972
125 N 3.583 -7.776 16.440
126 C 3.267 -9.244 16.340
127 C 4.635 -7.451 17.387
128 H 0.926 -8.387 14.844
129 H -0.608 -7.689 15.547
130 H 0.648 -8.405 16.609
131 H 0.394 -5.877 13.821
132 H 0.951 -4.667 15.028
133 H -0.484 -5.452 15.279
134 H 5.021 -3.638 15.139
135 H 4.713 -4.841 13.957
136 H 3.602 -3.587 14.134
137 H 2.295 -5.269 17.547
138 H 3.695 -4.187 17.602
139 H 2.071 -3.841 16.844
140 H 3.897 -9.683 15.566
141 H 3.490 -9.721 17.294
142 H 2.245 -9.492 16.054
143 H 4.889 -8.361 17.930
144 H 4.373 -6.682 18.114
145 H 5.488 -7.019 16.863
146 O -8.217 -6.853 13.495
147 P -8.657 -5.539 12.720
148 N -7.472 -4.266 12.806
149 C -7.668 -2.907 12.468
150 C -6.116 -4.700 13.010
151 N -10.159 -4.820 13.100
152 C -10.315 -3.987 14.348
153 C -11.480 -5.377 12.706
154 N -8.779 -5.847 11.011
155 C -9.051 -4.828 10.027
156 C -9.078 -7.238 10.606
157 H -6.938 -2.738 11.677
158 H -7.514 -2.364 13.400
159 H -8.659 -2.753 12.041
160 H -5.737 -5.108 12.073
161 H -6.161 -5.526 13.720
162 H -5.485 -3.912 13.421
163 H -9.412 -3.432 14.604
164 H -10.994 -3.233 13.950
165 H -10.495 -4.560 15.258
166 H -11.559 -6.355 13.179
167 H -12.434 -4.931 12.986
168 H -11.630 -5.532 11.637
169 H -8.212 -4.136 9.954
170 H -9.093 -5.244 9.020
171 H -9.933 -4.229 10.251
172 H -9.837 -7.287 9.825
173 H -9.388 -7.817 11.477
174 H -8.084 -7.505 10.248

Calculated values
LUMO (spin up / spin down) in eV: -2.16 / -7.09
Total charge: +1
Orbital gap (spin up / spin down) in eV: 7.33 / 2.40
Molecular weight in g mol⁻¹: 1075.2
<S²>: 0.76
E in a.u.: -4921.35326
Energy relative to the best compared isomer or geometry (same formula, charge and spin) in kcal/mol: 0.0
HOMO energy (spin up / spin down) in eV: -9.490 / -9.490
Spin multiplicity: 2

Here are the Löwdin charges for atoms 1 to 6, given in e: number 1, O, carries -0.33; number 2, P, carries 0.63; number 3, N, carries -0.32; number 4, C, carries -0.10; number 5, C, carries -0.10; number 6, N, carries -0.27

[2]
# C36H109N9O14

14 unconnected molecules or ions with the total composition C36H109N9O14 in a non-equilibrium geometry (ωB97M-V/def2-TZVPD, the Open Molecules 2025 dataset).

Geometry (Å):
1 C -22.665 -11.748 8.400
2 C -23.871 -10.793 8.378
3 C -23.563 -9.267 8.469
4 O -24.750 -8.477 8.185
5 C -25.771 -8.592 9.192
6 N -24.448 -11.064 7.046
7 H -22.053 -11.413 7.563
8 H -22.920 -12.805 8.320
9 H -22.058 -11.624 9.297
10 H -24.631 -11.143 9.076
11 H -22.849 -9.060 7.671
12 H -23.032 -8.903 9.348
13 H -26.481 -7.770 9.107
14 H -25.347 -8.352 10.167
15 H -26.355 -9.512 9.163
16 H -25.225 -10.484 6.765
17 H -23.807 -10.962 6.272
18 C -15.684 -19.621 16.882
19 C -15.891 -21.056 16.210
20 C -15.002 -21.287 14.992
21 O -15.723 -20.507 13.979
22 C -15.207 -20.707 12.627
23 N -15.436 -21.995 17.169
24 H -16.288 -18.906 16.324
25 H -14.644 -19.296 16.901
26 H -16.055 -19.668 17.906
27 H -16.916 -21.280 15.914
28 H -15.065 -22.333 14.691
29 H -13.969 -20.978 15.153
30 H -15.380 -21.734 12.306
31 H -14.149 -20.487 12.479
32 H -15.899 -20.070 12.075
33 H -15.941 -22.072 18.040
34 H -15.476 -22.949 16.843
35 C -24.153 -17.064 3.089
36 C -23.029 -17.897 3.816
37 C -21.916 -18.381 2.853
38 O -22.338 -18.684 1.562
39 C -22.764 -20.056 1.599
40 N -22.448 -16.980 4.868
41 H -23.661 -16.242 2.569
42 H -24.869 -16.590 3.760
43 H -24.670 -17.782 2.452
44 H -23.457 -18.755 4.335
45 H -21.376 -19.174 3.371
46 H -21.131 -17.642 2.688
47 H -23.035 -20.414 0.606
48 H -23.704 -20.015 2.150
49 H -22.222 -20.929 1.965
50 H -23.140 -16.666 5.533
51 H -22.139 -16.118 4.440
52 C -15.554 -16.474 11.342
53 C -15.699 -15.094 12.039
54 C -16.452 -14.022 11.281
55 O -15.821 -13.777 10.052
56 C -16.612 -12.948 9.271
57 N -16.356 -15.329 13.338
58 H -15.265 -16.241 10.318
59 H -16.550 -16.905 11.247
60 H -14.864 -17.184 11.798
61 H -14.691 -14.715 12.207
62 H -16.391 -13.132 11.907
63 H -17.486 -14.361 11.221
64 H -16.233 -13.103 8.261
65 H -16.434 -11.888 9.454
66 H -17.688 -13.094 9.182
67 H -17.343 -15.488 13.196
68 H -16.005 -16.256 13.534
69 C -23.999 -24.154 11.898
70 C -23.822 -22.855 12.746
71 C -24.036 -21.540 12.000
72 O -23.168 -21.558 10.837
73 C -23.236 -20.355 10.096
74 N -24.765 -23.068 13.877
75 H -24.060 -25.102 12.433
76 H -23.333 -24.106 11.036
77 H -24.965 -24.048 11.403
78 H -22.791 -22.832 13.098
79 H -23.759 -20.711 12.651
80 H -25.070 -21.385 11.692
81 H -22.623 -20.523 9.210
82 H -22.898 -19.544 10.741
83 H -24.254 -20.048 9.859
84 H -24.813 -22.128 14.243
85 H -25.686 -23.415 13.650
86 C -17.560 -18.754 8.937
87 C -18.813 -17.976 9.361
88 C -19.140 -16.927 8.304
89 O -20.138 -16.104 8.874
90 C -20.539 -14.968 8.037
91 N -19.873 -18.984 9.423
92 H -17.752 -19.344 8.041
93 H -17.346 -19.527 9.676
94 H -16.665 -18.179 8.698
95 H -18.734 -17.529 10.352
96 H -19.527 -17.261 7.341
97 H -18.301 -16.289 8.026
98 H -21.373 -14.451 8.512
99 H -21.033 -15.404 7.168
100 H -19.703 -14.336 7.739
101 H -20.613 -18.544 9.951
102 H -20.206 -19.210 8.497
103 C -15.338 -15.907 3.236
104 C -16.514 -15.074 3.568
105 C -17.141 -15.370 4.923
106 O -17.413 -16.790 5.055
107 C -18.633 -17.187 4.386
108 N -16.131 -13.637 3.577
109 H -15.723 -16.927 3.264
110 H -14.470 -15.721 3.868
111 H -14.959 -15.757 2.225
112 H -17.275 -15.184 2.796
113 H -18.021 -14.778 5.174
114 H -16.660 -14.866 5.760
115 H -18.672 -17.003 3.312
116 H -19.449 -16.575 4.770
117 H -18.768 -18.257 4.543
118 H -15.707 -13.498 2.671
119 H -15.432 -13.584 4.304
120 C -19.105 -11.826 6.497
121 C -18.801 -10.647 5.563
122 C -18.893 -9.268 6.177
123 O -20.252 -8.905 6.297
124 C -20.319 -7.520 6.810
125 N -17.513 -10.964 4.965
126 H -19.235 -12.773 5.974
127 H -20.042 -11.671 7.033
128 H -18.325 -11.915 7.253
129 H -19.463 -10.614 4.698
130 H -18.276 -8.549 5.638
131 H -18.470 -9.349 7.178
132 H -19.996 -6.858 6.007
133 H -19.690 -7.307 7.674
134 H -21.360 -7.393 7.108
135 H -17.313 -10.319 4.214
136 H -17.453 -11.880 4.544
137 C -19.443 -12.719 1.879
138 C -20.626 -13.693 2.144
139 C -21.414 -13.359 3.481
140 O -22.670 -13.955 3.640
141 C -23.210 -13.656 4.975
142 N -21.378 -13.822 0.890
143 H -19.872 -11.720 1.797
144 H -18.842 -12.916 0.992
145 H -18.909 -12.633 2.825
146 H -20.271 -14.676 2.455
147 H -21.597 -12.284 3.491
148 H -20.786 -13.585 4.343
149 H -24.130 -14.228 5.099
150 H -23.507 -12.610 5.042
151 H -22.554 -13.841 5.826
152 H -22.003 -13.037 0.773
153 H -22.046 -14.538 1.137
154 O -21.498 -18.941 6.723
155 H -20.953 -19.618 6.321
156 H -21.704 -18.342 6.005
157 O -22.183 -16.974 10.341
158 H -21.931 -17.005 11.264
159 H -21.411 -16.629 9.893
160 O -18.939 -21.333 10.698
161 H -19.113 -21.954 9.992
162 H -19.108 -20.474 10.310
163 O -19.959 -21.374 6.459
164 H -19.750 -21.966 5.736
165 H -20.257 -21.951 7.163
166 O -19.814 -19.584 12.966
167 H -20.269 -20.078 13.648
168 H -19.805 -20.171 12.210

Calculated values
LUMO (spin up / spin down) in eV: -2.87 / -8.35
Total charge: +1
Orbital gap (spin up / spin down) in eV: 6.99 / 1.51
Molecular weight in g mol⁻¹: 892.3
<S²>: 0.75
E in a.u.: -2982.55279
HOMO energy (spin up / spin down) in eV: -9.858 / -9.858
Spin multiplicity: 2

Here are the Löwdin charges for atoms 1 to 6, given in e: number 1, C, carries -0.07; number 2, C, carries -0.39; number 3, C, carries -0.17; number 4, O, carries -0.20; number 5, C, carries -0.10; number 6, N, carries 0.03

Question: Look up the total charge of the first one.
Answer: +1